No. 1
Below is a structure of composition C20H31AlBBr2O9 at a distorted geometry, with properties calculated with ωB97M-V with the def2-TZVPD basis set.

## Properties
Total energy   -187021.6706 eV
Total charge   -1
Kohn-Sham gap   0.272 Ha
LUMO energy   0.0924 Eh

Last column: natural (NBO) charge in e.
CARTESIAN COORDINATES (ANGSTROEM)
C -0.11 -0.34 5.53  -0.62
C 1.05 -0.66 4.45  -0.42
C 1.56 0.68 3.71  -0.06
O 1.90 0.42 2.32  -0.53
C 1.68 1.57 1.49  -0.07
C 1.57 1.14 -0.09  0.18
C 2.68 2.01 -0.84  -0.03
Br 4.29 1.07 -1.58  0.07
C 2.70 3.42 -1.02  -0.10
C 1.52 4.31 -0.46  -0.67
Br 4.25 4.30 -1.94  0.01
O 2.23 -0.16 -0.04  -0.96
Al 1.53 -1.40 -1.27  1.70
C 0.48 -2.98 -0.52  -1.05
C 0.13 -4.03 -1.83  0.09
C -0.72 -3.29 -3.07  -0.22
O -1.33 -4.34 -2.03  -0.58
B 2.58 -1.87 -2.99  0.44
C 3.52 -3.19 -3.22  -1.05
O 2.46 -0.94 -4.13  -0.98
O 0.31 -0.06 -1.83  -0.95
C 0.12 0.87 -0.72  0.27
C -0.73 0.14 0.45  -0.57
C -2.13 -0.45 -0.03  0.83
O -2.46 -0.80 -1.17  -0.56
O -3.12 -0.64 1.02  -0.58
C -4.41 -0.66 0.41  0.83
C -5.17 -2.05 0.37  -0.73
O -4.95 0.35 -0.09  -0.55
C -0.72 2.01 -1.45  -0.43
C -1.53 2.96 -0.27  0.08
C -3.20 3.01 -0.48  -0.20
O -2.18 4.22 -0.78  -0.59
H -1.03 0.00 4.96  0.21
H 0.25 0.46 6.28  0.20
H -0.37 -1.29 6.13  0.21
H 0.67 -1.44 3.70  0.23
H 1.92 -1.11 5.05  0.20
H 2.44 1.16 4.27  0.17
H 0.71 1.46 3.75  0.16
H 0.70 2.13 1.74  0.15
H 2.51 2.36 1.66  0.18
H 1.96 5.33 -0.14  0.23
H 1.09 3.86 0.48  0.23
H 0.74 4.56 -1.27  0.24
H -0.55 -2.71 -0.10  0.22
H 1.04 -3.65 0.22  0.22
H 0.96 -4.83 -2.13  0.20
H -1.10 -3.96 -3.92  0.21
H -1.10 -2.23 -2.93  0.24
H 2.86 -4.10 -3.49  0.23
H 4.21 -3.04 -4.12  0.22
H 4.09 -3.36 -2.23  0.23
H 1.67 -1.20 -4.67  0.49
H -0.15 -0.74 0.93  0.30
H -0.96 0.84 1.34  0.23
H -5.80 -2.13 1.32  0.23
H -4.44 -2.93 0.35  0.25
H -5.82 -2.05 -0.57  0.25
H -1.61 1.53 -1.96  0.26
H -0.13 2.74 -2.08  0.24
H -1.13 2.92 0.86  0.20
H -3.63 3.13 -1.52  0.22
H -3.82 3.67 0.21  0.20

No. 2
Below is a cluster of 3 separate species, C4H16N2O2 in total at a distorted geometry, with properties calculated with ωB97M-V with the def2-TZVPD basis set.

## Properties
Total energy   -11466.6354 eV
Total charge   +2
Kohn-Sham gap   0.431 Ha
LUMO energy   -0.2364 Eh
Energy above the lowest of the compared OMol25 structures with the same formula, charge and spin   69.7 kJ/mol

Last column: natural (NBO) charge in e.
CARTESIAN COORDINATES (ANGSTROEM)
C 0.31 0.68 0.24  -0.24
C -1.08 0.56 0.91  -0.47
C -2.16 0.02 0.02  0.10
C -3.31 0.58 -0.27  -0.29
N -1.93 -1.38 -0.49  -0.70
N 1.31 1.23 1.19  -0.70
H 0.70 -0.25 -0.18  0.23
H 0.20 1.33 -0.63  0.24
H -0.99 -0.04 1.82  0.24
H -1.40 1.54 1.24  0.26
H -4.11 0.16 -0.87  0.25
H -3.55 1.55 0.14  0.25
H -2.19 -2.04 0.25  0.46
H -0.94 -1.56 -0.71  0.45
H -2.45 -1.59 -1.36  0.47
H 2.29 1.38 0.77  0.48
H 1.04 2.16 1.54  0.45
H 1.49 0.58 1.95  0.44
H 4.00 1.77 -0.44  0.51
H 4.55 0.82 0.64  0.52
O 3.90 1.52 0.49  -0.95
H 0.90 -2.57 -2.70  0.48
H 1.71 -3.53 -1.87  0.50
O 1.10 -2.78 -1.78  -0.98

No. 3
Below is the molecule C16H20N2O7, with properties calculated with ωB97M-V with the def2-TZVPD basis set.

## Properties
Total energy   -34230.8955 eV
Kohn-Sham gap   0.337 Ha
SMILES   CCOC(=O)N1CCN(C(=O)COC(=O)c2ccc(O)cc2O)CC1
LUMO energy   0.0203 Eh
Energy above the lowest of the compared OMol25 structures with the same formula, charge and spin   0.0 kJ/mol

Last column: natural (NBO) charge in e.
CARTESIAN COORDINATES (ANGSTROEM)
C -0.90 3.17 5.55  -0.64
C 0.35 2.35 5.84  -0.07
H 0.18 1.72 6.73  0.20
H 1.22 2.99 6.00  0.19
O 0.70 1.51 4.74  -0.52
C 0.03 0.35 4.65  0.90
O -0.81 -0.03 5.43  -0.66
N 0.44 -0.37 3.58  -0.45
C -0.23 -1.60 3.24  -0.23
H 0.42 -2.46 3.44  0.19
H -1.11 -1.69 3.88  0.26
C -0.65 -1.59 1.77  -0.22
N 0.52 -1.41 0.93  -0.44
C 0.52 -1.50 -0.41  0.67
O 1.50 -1.28 -1.09  -0.62
C -0.81 -1.91 -1.05  -0.17
H -1.64 -1.32 -0.64  0.21
O -0.73 -1.73 -2.45  -0.48
C -0.62 -0.45 -2.84  0.82
O -0.74 0.47 -2.04  -0.66
C -0.39 -0.28 -4.26  -0.34
C -0.26 -1.38 -5.12  -0.09
C -0.04 -1.21 -6.46  -0.32
C 0.07 0.08 -6.99  0.36
C -0.05 1.18 -6.16  -0.40
C -0.27 1.02 -4.80  0.48
O -0.37 2.12 -4.04  -0.68
H -0.51 1.84 -3.11  0.51
H 0.04 2.18 -6.55  0.22
O 0.28 0.21 -8.32  -0.65
H 0.34 1.14 -8.56  0.48
H 0.05 -2.05 -7.13  0.23
H -0.34 -2.37 -4.70  0.23
H -1.00 -2.98 -0.90  0.22
C 1.72 -0.93 1.60  -0.24
H 2.38 -0.53 0.82  0.26
C 1.37 0.16 2.60  -0.22
H 2.27 0.51 3.11  0.22
H 0.92 1.02 2.08  0.20
H 2.24 -1.75 2.10  0.19
H -1.36 -0.78 1.61  0.20
H -1.14 -2.54 1.53  0.21
H -0.75 3.76 4.64  0.21
H -1.09 3.85 6.38  0.22
H -1.75 2.51 5.42  0.22

No. 4
Below is the molecule C3H5N5 at a distorted geometry, with properties calculated with ωB97M-V with the def2-TZVPD basis set.

## Properties
Total energy   -10637.0165 eV
Kohn-Sham gap   0.310 Ha
SMILES   [H]/N=c1\ncn(N=C)[nH]1
LUMO energy   -0.0132 Eh
Energy above the lowest of the compared OMol25 structures with the same formula, charge and spin   565.2 kJ/mol

Last column: natural (NBO) charge in e.
CARTESIAN COORDINATES (ANGSTROEM)
C 2.68 -0.73 0.04  -0.12
C -0.24 1.46 0.03  0.26
C -1.36 -0.42 -0.12  0.50
H 3.58 -0.81 -0.46  0.19
H 2.33 -1.70 0.73  0.18
H 0.35 2.25 0.02  0.20
H -3.25 -0.36 0.40  0.37
H 0.38 -1.59 0.37  0.42
N 1.97 0.49 -0.23  -0.22
N 0.69 0.36 0.34  -0.16
N -1.48 1.09 -0.01  -0.42
N -2.50 -1.04 -0.05  -0.71
N -0.08 -0.86 -0.14  -0.48

Among the records above, which one has the lowest LUMO energy?
C4H16N2O2

Which of these has the lowest total energy?
C20H31AlBBr2O9

What is the total energy in the first record?
-187021.6706 eV

What is the Kohn-Sham gap in the third record?
0.337 Ha